Here is a cluster of 2 separate species, C5H11NO in total from the OMol25 dataset. Energies are from ωB97M-V/def2-TZVPD.

E, eV: -8899.3225
Energy above the lowest of the compared OMol25 structures with the same formula, charge and spin, eV: 2.375
SMILES: C=CN1C[C@@H]1C.O
HOMO level, Eh: -0.32863

```
18
C5H11NO ωB97M-V/def2-TZVPD
C -2.057 -0.695 -0.029
C -1.040 -0.700 0.831
N 0.189 -0.050 0.589
C 1.418 -0.742 0.940
C 1.044 -0.540 -0.484
C 1.728 0.471 -1.366
H -1.977 -0.195 -0.991
H -3.002 -1.165 0.221
H -1.127 -1.159 1.816
H 2.191 -0.123 1.392
H 1.331 -1.747 1.353
H 0.662 -1.426 -0.993
H 1.035 0.858 -2.121
H 2.577 0.011 -1.883
H 2.095 1.314 -0.773
O -1.845 2.377 0.664
H -2.313 1.595 0.980
H -0.954 2.028 0.525
```

Results of the natural (NBO) charge analysis, in e, for atoms 1 through 5: atom 1 (C): -0.476, atom 2 (C): -0.018, atom 3 (N): -0.449, atom 4 (C): -0.245, atom 5 (C): -0.063



Here is an isolated molecule of C5H11NO in a non-equilibrium geometry from the OMol25 dataset. Energies are from ωB97M-V/def2-TZVPD.

E, eV: -8899.7770
Energy above the lowest of the compared OMol25 structures with the same formula, charge and spin, eV: 1.920
SMILES: CNCCCC=O
HOMO level, Eh: -0.33407

```
18
C5H11NO ωB97M-V/def2-TZVPD
C 0.309 1.700 -1.083
N -0.938 0.915 -1.174
C -1.386 0.271 0.098
C -0.825 -1.129 0.360
C 0.663 -1.271 0.258
C 1.446 -0.573 1.353
O 2.653 -0.525 1.329
H 0.059 2.709 -1.414
H 0.648 1.821 -0.049
H 1.148 1.278 -1.636
H -0.734 0.102 -1.750
H -2.465 0.231 -0.035
H -1.116 0.937 0.906
H -1.211 -1.379 1.339
H -1.384 -1.821 -0.279
H 1.072 -0.806 -0.628
H 1.127 -2.253 0.143
H 0.935 -0.206 2.264
```

Results of the natural (NBO) charge analysis, in e, for atoms 1 through 5: atom 1 (C): -0.429, atom 2 (N): -0.621, atom 3 (C): -0.215, atom 4 (C): -0.435, atom 5 (C): -0.541



Here is an isolated molecule of C5H11NO in a non-equilibrium geometry from the OMol25 dataset. Energies are from ωB97M-V/def2-TZVPD.

E, eV: -8899.2721
Energy above the lowest of the compared OMol25 structures with the same formula, charge and spin, eV: 2.425
SMILES: C=CC[C@@H](N)CO
HOMO level, Eh: -0.34692

```
18
C5H11NO ωB97M-V/def2-TZVPD
C -1.815 -0.335 -1.775
C -1.045 0.726 -1.531
C 0.056 0.989 -0.527
C 0.167 -0.190 0.477
N 0.749 -1.419 -0.101
C 1.032 0.304 1.637
O 1.048 -0.655 2.731
H -2.569 -0.140 -2.530
H -1.650 -1.274 -1.268
H -1.435 1.611 -2.052
H 1.049 1.302 -0.849
H -0.259 1.932 0.039
H -0.721 -0.558 0.964
H 0.936 -1.284 -1.104
H -0.075 -2.005 -0.272
H 0.530 1.196 2.020
H 2.011 0.610 1.288
H 1.991 -0.809 2.852
```

Results of the natural (NBO) charge analysis, in e, for atoms 1 through 5: atom 1 (C): -0.416, atom 2 (C): -0.163, atom 3 (C): -0.474, atom 4 (C): -0.084, atom 5 (N): -0.813



Here is a structure of composition C5H11NO from the OMol25 dataset. Energies are from ωB97M-V/def2-TZVPD.

E, eV: -8896.6814
Energy above the lowest of the compared OMol25 structures with the same formula, charge and spin, eV: 5.016
HOMO level, Eh: -0.27820

```
18
C5H11NO ωB97M-V/def2-TZVPD
C -1.955 0.182 -1.129
C -0.825 -0.408 -0.315
C 0.344 0.298 0.064
C 0.320 1.709 0.621
N 0.990 -0.626 0.928
C 1.965 -1.303 0.434
O 2.462 -1.035 -0.755
H -1.868 1.266 -1.242
H -1.918 -0.263 -2.131
H -2.939 -0.051 -0.712
H -1.101 -0.963 1.076
H -0.624 -1.438 -0.621
H 1.828 -0.316 -1.067
H 0.578 2.479 -0.114
H -0.654 1.973 1.060
H 1.057 1.780 1.430
H -0.081 -1.142 1.526
H 2.423 -2.144 0.946
```

Results of the natural (NBO) charge analysis, in e, for atoms 1 through 5: atom 1 (C): -0.646, atom 2 (C): -0.215, atom 3 (C): -0.161, atom 4 (C): -0.643, atom 5 (N): -0.501



Here is a cluster of 2 separate species, C5H11NO in total in a non-equilibrium geometry from the OMol25 dataset. Energies are from ωB97M-V/def2-TZVPD.

E, eV: -8896.9233
Energy above the lowest of the compared OMol25 structures with the same formula, charge and spin, eV: 4.774
SMILES: [H]/N=C(/C)C(C)=O.C
HOMO level, Eh: -0.28509

```
18
C5H11NO ωB97M-V/def2-TZVPD
H 1.646 -0.655 1.625
N 0.883 -1.133 1.149
C -0.054 -0.416 0.645
C -1.357 -0.276 1.385
C -0.411 -0.754 -1.106
C 0.785 -1.266 -1.856
O -1.524 -0.650 -1.561
H -2.103 0.225 0.769
H -1.727 -1.260 1.679
H -1.180 0.290 2.302
H 0.553 -1.360 -2.918
H 1.101 -2.217 -1.421
H 1.621 -0.570 -1.744
C 0.365 2.049 0.265
H 0.681 1.976 1.304
H -0.485 2.725 0.161
H 1.189 2.345 -0.384
H 0.018 0.945 -0.293
```

Results of the natural (NBO) charge analysis, in e, for atoms 1 through 5: atom 1 (H): 0.393, atom 2 (N): -0.821, atom 3 (C): 0.341, atom 4 (C): -0.716, atom 5 (C): 0.535



Here is an isolated molecule of C5H11NO from the OMol25 dataset. Energies are from ωB97M-V/def2-TZVPD.

E, eV: -8900.9221
Energy above the lowest of the compared OMol25 structures with the same formula, charge and spin, eV: 0.775
SMILES: CC[C@@H](C)NC=O
HOMO level, Eh: -0.35719

```
18
C5H11NO ωB97M-V/def2-TZVPD
C -0.665 0.689 -1.552
C -0.007 -0.583 -0.994
C 0.300 -0.596 0.546
C 1.667 -1.195 0.867
N 0.155 0.726 1.139
C -1.115 1.232 1.185
O -2.117 0.552 1.069
H -1.661 0.509 -1.963
H -0.818 1.431 -0.770
H -0.051 1.210 -2.292
H -0.644 -1.445 -1.205
H 0.929 -0.767 -1.529
H -0.469 -1.189 1.041
H 1.763 -2.189 0.416
H 2.487 -0.577 0.477
H 1.819 -1.306 1.947
H 0.900 1.396 0.995
H -1.152 2.334 1.282
```

Results of the natural (NBO) charge analysis, in e, for atoms 1 through 5: atom 1 (C): -0.605, atom 2 (C): -0.421, atom 3 (C): -0.058, atom 4 (C): -0.609, atom 5 (N): -0.617



Here is a structure of composition C5H11NO from the OMol25 dataset. Energies are from ωB97M-V/def2-TZVPD.

E, eV: -8895.6367
Energy above the lowest of the compared OMol25 structures with the same formula, charge and spin, eV: 6.061
HOMO level, Eh: -0.34061

```
18
C5H11NO ωB97M-V/def2-TZVPD
C -1.924 -1.015 -0.492
C -1.502 -0.099 0.648
N -0.048 -0.072 0.756
C 0.584 1.165 1.177
C 0.641 0.707 -0.233
C 1.813 0.040 -0.912
O 1.612 -1.106 -1.529
H -3.015 -1.090 -0.544
H -1.502 -2.014 -0.354
H -1.556 -0.636 -1.451
H -1.910 0.916 0.489
H -1.901 -0.462 1.603
H -0.052 2.026 1.388
H 1.445 1.058 1.835
H 0.039 1.264 -0.958
H 2.534 0.760 -1.346
H 2.599 -0.243 0.257
H 2.324 -0.976 -0.318
```

Results of the natural (NBO) charge analysis, in e, for atoms 1 through 5: atom 1 (C): -0.616, atom 2 (C): -0.214, atom 3 (N): -0.391, atom 4 (C): -0.249, atom 5 (C): -0.160



Here is a structure of composition C5H11NO in a non-equilibrium geometry from the OMol25 dataset. Energies are from ωB97M-V/def2-TZVPD.

E, eV: -8896.3235
Energy above the lowest of the compared OMol25 structures with the same formula, charge and spin, eV: 5.374
HOMO level, Eh: -0.31541

```
18
C5H11NO ωB97M-V/def2-TZVPD
C 2.615 0.511 0.185
O 1.632 1.090 -0.641
C 0.768 0.152 -0.989
C 0.054 -0.500 0.803
N -1.064 -0.607 -0.141
C -2.372 -0.466 0.456
C -0.700 0.411 -1.124
H 3.304 1.329 0.486
H 3.164 -0.298 -0.330
H 1.665 -0.147 0.849
H 1.160 -0.776 -1.418
H 0.112 -1.416 1.429
H -0.083 0.370 1.492
H -2.513 0.510 0.962
H -2.511 -1.257 1.204
H -3.149 -0.576 -0.310
H -0.927 1.447 -0.807
H -1.154 0.224 -2.106
```

Results of the natural (NBO) charge analysis, in e, for atoms 1 through 5: atom 1 (C): -0.303, atom 2 (O): -0.482, atom 3 (C): 0.244, atom 4 (C): -0.409, atom 5 (N): -0.435



Here is a cluster of 2 separate species, C5H11NO in total in a non-equilibrium geometry from the OMol25 dataset. Energies are from ωB97M-V/def2-TZVPD.

E, eV: -8898.2376
Energy above the lowest of the compared OMol25 structures with the same formula, charge and spin, eV: 3.460
SMILES: C=C/C=C/NC.O
HOMO level, Eh: -0.26341

```
18
C5H11NO ωB97M-V/def2-TZVPD
C -1.939 -0.602 -1.948
C -1.568 0.136 -0.799
C -0.523 -0.255 0.126
C -0.567 0.566 1.256
N 0.282 0.383 2.275
C 1.734 0.220 1.968
H -2.825 -0.450 -2.532
H -1.118 -1.262 -2.311
H -2.219 0.964 -0.531
H -0.090 -1.254 0.235
H -1.330 1.341 1.289
H 0.245 0.862 3.115
H 2.182 0.151 2.943
H 2.279 1.175 1.478
H 1.944 -0.765 1.520
O 0.885 -0.265 -2.928
H 1.476 -0.951 -3.145
H 1.150 0.006 -2.011
```

Results of the natural (NBO) charge analysis, in e, for atoms 1 through 5: atom 1 (C): -0.432, atom 2 (C): -0.210, atom 3 (C): -0.379, atom 4 (C): 0.064, atom 5 (N): -0.606



Here is an isolated molecule of C5H11NO from the OMol25 dataset. Energies are from ωB97M-V/def2-TZVPD.

E, eV: -8901.4327
Energy above the lowest of the compared OMol25 structures with the same formula, charge and spin, eV: 0.265
SMILES: CNC(=O)C(C)C
HOMO level, Eh: -0.35098

```
18
C5H11NO ωB97M-V/def2-TZVPD
C 2.775 0.479 -0.207
N 1.531 -0.226 -0.462
C 0.495 -0.069 0.421
O 0.684 0.175 1.600
C -0.900 -0.104 -0.206
C -1.586 -1.468 -0.113
C -1.718 0.997 0.466
H 2.572 1.540 0.000
H 3.407 0.409 -1.095
H 3.307 0.062 0.649
H 1.270 -0.338 -1.429
H -0.784 0.143 -1.271
H -1.750 -1.752 0.932
H -0.997 -2.253 -0.600
H -2.561 -1.420 -0.612
H -2.713 1.078 0.018
H -1.816 0.780 1.533
H -1.215 1.966 0.377
```

Results of the natural (NBO) charge analysis, in e, for atoms 1 through 5: atom 1 (C): -0.411, atom 2 (N): -0.621, atom 3 (C): 0.683, atom 4 (O): -0.617, atom 5 (C): -0.304



Here is a cluster of 2 separate species, C5H11NO in total in a non-equilibrium geometry from the OMol25 dataset. Energies are from ωB97M-V/def2-TZVPD.

E, eV: -8898.6275
Energy above the lowest of the compared OMol25 structures with the same formula, charge and spin, eV: 3.070
HOMO level, Eh: -0.28770

```
18
C5H11NO ωB97M-V/def2-TZVPD
C -1.126 0.318 0.910
C -1.847 1.079 -0.169
C 0.988 -0.020 -1.366
C 1.169 -0.150 0.118
N 2.399 -0.572 0.515
C 0.274 0.297 1.078
O -1.102 -1.496 0.238
H -1.866 -1.951 -0.143
H -1.656 0.368 1.863
H 2.954 -1.093 -0.142
H 2.512 -0.847 1.479
H 0.609 0.201 2.105
H -2.887 0.757 -0.209
H -1.837 2.146 0.076
H -1.407 0.945 -1.150
H 1.787 -0.529 -1.904
H 0.993 1.030 -1.661
H 0.044 -0.482 -1.639
```

Results of the natural (NBO) charge analysis, in e, for atoms 1 through 5: atom 1 (C): 0.159, atom 2 (C): -0.649, atom 3 (C): -0.680, atom 4 (C): 0.375, atom 5 (N): -0.773



Here is a cluster of 2 separate species, C5H11NO in total in a non-equilibrium geometry from the OMol25 dataset. Energies are from ωB97M-V/def2-TZVPD.

E, eV: -8895.9292
Energy above the lowest of the compared OMol25 structures with the same formula, charge and spin, eV: 5.768
HOMO level, Eh: -0.32768

```
18
C5H11NO ωB97M-V/def2-TZVPD
C 1.373 0.875 -1.045
N 0.922 -0.079 -0.014
C 1.181 0.056 1.408
C -1.576 0.576 -0.044
C -0.442 -0.366 -0.345
C -0.819 -1.667 -0.813
O -1.927 -2.174 -0.917
H 2.333 0.569 -1.458
H 0.565 0.868 -1.786
H 1.429 1.914 -0.674
H 0.909 1.072 1.709
H 2.149 -0.220 1.838
H 0.561 -0.697 1.921
H -1.807 1.371 -0.740
H -1.383 1.097 0.877
H -2.421 -0.109 -0.075
H -1.061 -0.719 1.193
H 0.014 -2.366 -1.035
```

Results of the natural (NBO) charge analysis, in e, for atoms 1 through 5: atom 1 (C): -0.398, atom 2 (N): -0.500, atom 3 (C): -0.403, atom 4 (C): -0.706, atom 5 (C): 0.041